The following is a quantum chemistry calculation of a cluster of 3 separate species, C4H16N2O2 in total, from the OMol25 dataset.

Last column: natural (NBO) charge in e.
Atoms and positions in Å:
H -0.34080 -3.42003 -0.94017  0.48
H 1.32206 2.98986 0.55183  0.21
N 0.85377 0.56575 0.49734  -0.66
N 1.83830 -1.46026 -0.52712  -0.89
O -2.31315 -1.72340 1.77231  -0.96
H -1.63111 0.78691 -1.09640  0.21
H -1.57534 2.53399 -0.74940  0.21
H -1.23637 -3.22374 0.36223  0.49
H 1.77319 0.83784 0.83930  0.36
H -0.15891 -1.04827 -0.30788  0.21
H -1.50560 1.31659 0.58193  0.21
H 1.91655 2.82375 -1.13840  0.21
H 2.04920 -1.09771 -1.44176  0.36
H 0.53921 0.98349 -1.51932  0.16
C 0.33241 1.45076 -0.55199  -0.04
H 0.70296 -1.36696 1.18576  0.18
H 2.66577 -1.72767 -0.02227  0.36
H 0.37101 3.62453 -0.72196  0.21
H -2.80955 -2.27857 2.37314  0.48
C 1.04534 2.80497 -0.48112  -0.62
O -1.21267 -3.22514 -0.59630  -0.96
H -2.18769 -0.84602 2.13947  0.48
C -1.20601 1.55291 -0.43831  -0.62
C 0.76744 -0.85356 0.22908  -0.07

Atoms 1-6, force components in eV/Å:
0.3 0.0 0.5
0.3 0.0 0.2
-0.1 0.4 0.3
0.1 -0.8 -0.2
0.3 -0.3 -0.6
-0.3 0.2 0.2

Calculated values
- Structure (SMILES): CC(C)NCN.O.O
- HOMO level: -0.3070 Eh
- ΔE to the lowest compared entry with this formula, charge and spin: 14.5 kcal/mol
- Molecular weight: 124.184 g/mol
- Calculated total energy: -11482.3424 eV